Molecular formula: C4H8O
Method: DFT, ωB97M-V/def2-TZVPD

Results
Orbital gap = 10.259 eV
HOMO energy = -9.4 eV
SMILES = C=CC.C=O
F_max = 1.41 eV/A
Multiplicity = 1

XYZ file:
```
13
Properties=species:S:1:pos:R:3:mulliken_charge:R:1
C -0.84674 1.63841 0.68392 -0.726
C -0.06909 0.73973 1.27032 0.065
C 0.91405 0.98310 2.37816 -0.948
H -1.21846 1.64643 -0.32570 0.269
H -1.06928 2.55217 1.22930 0.243
H 0.00558 -0.23312 0.77985 0.248
H 1.41325 0.06029 2.68258 0.312
H 0.44855 1.38372 3.28015 0.306
H 1.64490 1.70403 2.01458 0.236
C 0.37944 -1.52521 -2.44924 -0.087
O -0.62739 -1.88634 -1.91729 -0.375
H 0.60017 -1.77130 -3.51146 0.254
H 1.09562 -0.82332 -1.97748 0.204
```

Molecular formula: C4H8O
Method: DFT, ωB97M-V/def2-TZVPD

Results
Charge = +1
Orbital gap (alpha / beta) = 9.719 / 7.267 eV
HOMO energy (alpha / beta) = -15.9 / -15.9 eV
F_max = 4.68 eV/A
Multiplicity = 2

XYZ file:
```
13
Properties=species:S:1:pos:R:3:mulliken_spin:R:1
C 0.14653 2.12581 0.61123 0.048
C 0.14582 -1.79502 0.00909 0.000
O -0.14536 -2.31738 -1.49829 0.168
C -0.31060 -0.41336 0.14306 0.355
C 0.41698 0.73809 -0.00659 0.303
H -0.89334 2.47639 0.37631 0.043
H 0.67326 2.92497 0.05990 -0.002
H 0.42513 2.10091 1.76475 0.008
H 1.23546 -1.58738 -0.18081 -0.001
H -0.13813 -2.58371 0.73597 0.005
H -1.09097 -2.36320 -1.61529 -0.008
H -1.38497 -0.26047 0.57328 0.048
H 0.92020 0.95435 -0.97260 0.033
```

Molecular formula: C4H8O2
Method: DFT, ωB97M-V/def2-TZVPD

Results
Charge = -1
Orbital gap (alpha / beta) = 3.476 / 5.764 eV
HOMO energy (alpha / beta) = 0.2 / -2.2 eV
F_max = 1.83 eV/A
Multiplicity = 2

XYZ file:
```
14
Properties=species:S:1:pos:R:3:mulliken_spin:R:1
C 0.65947 0.88014 3.11199 0.448
C -0.13378 0.85417 1.96456 0.029
C 0.17643 0.09313 0.82504 0.076
C -0.34100 0.23068 -0.44616 0.547
O 0.41597 -0.34525 -1.56068 -0.154
H 0.30881 1.17989 4.09074 -0.019
H 1.72361 0.69369 3.04104 0.015
H -1.03825 1.45869 1.95589 -0.022
H 0.88354 -0.69601 1.03060 0.028
H -1.02152 0.94160 -0.85780 0.024
H 0.49681 0.33092 -2.23740 0.027
H 0.01838 -1.77145 -3.34505 0.005
H -1.38546 -2.28032 -3.68944 -0.006
O -0.76300 -1.56987 -3.88334 0.002
```

Molecular formula: C4H8O2
Method: DFT, ωB97M-V/def2-TZVPD

Results
Orbital gap = 8.947 eV
HOMO energy = -8.6 eV
F_max = 1.60 eV/A
Multiplicity = 1

XYZ file:
```
14
Properties=species:S:1:pos:R:3:mulliken_charge:R:1
C 1.65199 0.78232 -0.16586 -1.369
C 0.47665 -0.12963 0.12175 0.431
O 0.37050 -0.21715 1.55972 -0.218
C -0.96981 -0.24839 1.49189 -0.540
C -0.78106 0.65766 -0.59475 -0.572
O -2.10829 0.19971 -0.73598 -0.539
H 1.46110 1.76949 0.26762 0.352
H 1.77610 0.87784 -1.24847 0.397
H 2.57557 0.39117 0.26720 0.341
H 0.59405 -1.14625 -0.28199 0.328
H -1.22224 -1.18545 0.91983 0.286
H -0.39743 0.59738 -1.60502 0.362
H -0.75888 1.69942 -0.24304 0.376
H -2.60392 0.38881 0.07719 0.365
```

Molecular formula: C4H8O2
Method: DFT, ωB97M-V/def2-TZVPD

Results
Orbital gap = 11.232 eV
HOMO energy = -10.1 eV
SMILES = C1COCOC1
F_max = 0.33 eV/A
Multiplicity = 1

XYZ file:
```
14
Properties=species:S:1:pos:R:3:mulliken_charge:R:1
C 0.58140 -0.94896 -0.51727 -0.428
C -0.93326 -0.80747 -0.40115 -0.499
O -1.25980 -0.24015 0.85716 -0.369
C -0.58480 0.96103 1.11136 -0.261
O 0.80430 0.87787 0.97643 -0.391
C 1.15305 0.45625 -0.33077 -0.490
H 0.92822 -1.57361 0.31343 0.262
H 0.87193 -1.42949 -1.45750 0.352
H -1.31685 -0.17707 -1.22396 0.318
H -1.44822 -1.77047 -0.44466 0.307
H -0.78421 1.20763 2.15482 0.209
H -0.95833 1.75681 0.43979 0.371
H 2.23963 0.54254 -0.40564 0.297
H 0.70695 1.14507 -1.07204 0.322
```

Molecular formula: C4H8O2
Method: DFT, ωB97M-V/def2-TZVPD

Results
Orbital gap = 10.822 eV
HOMO energy = -9.9 eV
SMILES = CC(=O)CCO
F_max = 0.41 eV/A
Multiplicity = 1

XYZ file:
```
14
Properties=species:S:1:pos:R:3:mulliken_charge:R:1
C 1.86204 0.07727 -0.65207 -1.264
C 0.77685 0.14040 0.39159 0.730
O 0.77835 0.98052 1.27154 -0.602
C -0.37833 -0.83830 0.28362 -0.394
C -1.69875 -0.03505 0.18922 -0.396
O -1.51712 1.24799 -0.37150 -0.537
H 2.53535 -0.75889 -0.43003 0.322
H 1.42952 -0.09852 -1.64243 0.328
H 2.43286 1.00791 -0.64651 0.343
H -0.25286 -1.50433 -0.57554 0.293
H -0.38195 -1.45617 1.18890 0.297
H -2.16718 0.03445 1.17944 0.248
H -2.39342 -0.55985 -0.47164 0.304
H -1.02535 1.76256 0.28539 0.326
```

Molecular formula: C4H8O2
Method: DFT, ωB97M-V/def2-TZVPD

Results
Orbital gap = 10.217 eV
HOMO energy = -9.3 eV
SMILES = OC[C@H]1C[C@H]1O
F_max = 0.35 eV/A
Multiplicity = 1

XYZ file:
```
14
Properties=species:S:1:pos:R:3:mulliken_charge:R:1
O -0.97023 1.46519 0.87494 -0.614
C -0.90190 0.05452 1.09770 -0.576
C 0.22909 -0.65926 0.36495 -0.011
C 0.07577 -1.03379 -1.09734 -0.755
C 1.05889 0.01924 -0.70403 -0.072
O 0.88605 1.35351 -1.05599 -0.580
H -0.18737 1.86160 1.28232 0.317
H -1.87521 -0.32485 0.77338 0.302
H -0.81926 -0.13943 2.17523 0.339
H 0.76575 -1.37612 0.98393 0.366
H -0.83219 -0.68232 -1.58536 0.251
H 0.42691 -2.00369 -1.43927 0.277
H 2.11320 -0.24298 -0.73922 0.348
H 0.00921 1.61792 -0.73065 0.408
```

Molecular formula: C4H8O2
Method: DFT, ωB97M-V/def2-TZVPD

Results
Orbital gap = 10.985 eV
HOMO energy = -10.0 eV
SMILES = CC(=O)CCO
F_max = 0.98 eV/A
Multiplicity = 1

XYZ file:
```
14
Properties=species:S:1:pos:R:3:mulliken_charge:R:1
C -1.94850 -0.33474 -0.63195 -1.098
C -0.72623 0.23710 0.09175 0.657
O -0.78852 0.41841 1.29801 -0.587
C 0.64785 0.48703 -0.58756 -0.456
C 1.67632 0.22959 0.52005 -0.475
O 1.49841 -1.07258 1.04369 -0.540
H -2.74904 0.40464 -0.77992 0.289
H -1.76512 -0.85816 -1.57856 0.318
H -2.33649 -1.05213 0.09723 0.307
H 0.82212 -0.19887 -1.42607 0.281
H 0.77713 1.50617 -0.99487 0.323
H 1.54517 0.99071 1.30035 0.248
H 2.70191 0.28957 0.14794 0.390
H 0.64500 -1.04674 1.49991 0.342
```

Molecular formula: C4H8O2
Method: DFT, ωB97M-V/def2-TZVPD

Results
Orbital gap = 10.798 eV
HOMO energy = -9.8 eV
SMILES = COC1COC1
F_max = 1.39 eV/A
Multiplicity = 1

XYZ file:
```
14
Properties=species:S:1:pos:R:3:mulliken_charge:R:1
C -1.89013 -0.07518 0.33153 -0.510
O -0.72925 -0.30408 1.09276 -0.381
C 0.26828 -0.54857 0.15446 0.035
C 0.50238 0.60607 -0.94304 -0.505
O 1.58646 1.09677 -0.16475 -0.414
C 1.64819 -0.09792 0.61074 -0.467
H -2.66931 0.32823 0.98316 0.253
H -1.54357 0.61108 -0.45773 0.197
H -2.23728 -0.99662 -0.16351 0.260
H 0.16067 -1.58056 -0.23134 0.410
H -0.11532 1.47616 -1.24441 0.403
H 0.79655 0.13078 -1.88979 0.203
H 1.77730 0.10970 1.67601 0.275
H 2.44504 -0.75586 0.24592 0.240
```

Molecular formula: C4H8O2
Method: DFT, ωB97M-V/def2-TZVPD

Results
Orbital gap = 10.859 eV
HOMO energy = -9.8 eV
SMILES = COC1COC1
F_max = 0.38 eV/A
Multiplicity = 1

XYZ file:
```
14
Properties=species:S:1:pos:R:3:mulliken_charge:R:1
C -0.30600 1.99729 -0.21785 -0.727
O -0.50066 0.86280 0.59364 -0.372
C -0.37972 -0.34213 -0.11008 0.203
C 1.06518 -0.80218 -0.37613 -0.433
O 0.97498 -1.81302 0.63677 -0.402
C -0.41834 -1.53358 0.84607 -0.476
H -0.10113 2.84419 0.44607 0.246
H 0.54904 1.85659 -0.90003 0.319
H -1.20664 2.20889 -0.81616 0.270
H -1.04157 -0.37364 -0.98907 0.332
H 1.83679 -0.05225 -0.15772 0.316
H 1.22741 -1.23810 -1.37204 0.231
H -0.63711 -1.24700 1.88024 0.265
H -1.06224 -2.36788 0.53628 0.228
```

Molecular formula: C4H8O2
Method: DFT, ωB97M-V/def2-TZVPD

Results
Orbital gap = 9.927 eV
HOMO energy = -9.2 eV
SMILES = C=C(O)CCO
F_max = 0.39 eV/A
Multiplicity = 1

XYZ file:
```
14
Properties=species:S:1:pos:R:3:mulliken_charge:R:1
C 2.05689 -0.31971 -0.19660 -1.037
C 0.82065 0.08438 -0.48757 0.759
O 0.57198 1.39954 -0.79937 -0.544
C -0.43636 -0.74297 -0.48133 -0.451
C -1.59707 -0.05381 0.25691 -0.497
O -2.15367 1.02066 -0.46226 -0.534
H 2.32796 -1.36061 -0.08572 0.257
H 2.84820 0.41235 -0.05668 0.231
H 1.42861 1.81716 -0.96241 0.316
H -0.76809 -0.95137 -1.50631 0.244
H -0.22012 -1.69920 0.00668 0.287
H -1.26632 0.25946 1.26141 0.278
H -2.40782 -0.77761 0.39228 0.330
H -1.43278 1.64109 -0.63961 0.360
```

Molecular formula: C4H8O2
Method: DFT, ωB97M-V/def2-TZVPD

Results
Orbital gap = 9.339 eV
HOMO energy = -8.7 eV
F_max = 0.34 eV/A
Multiplicity = 1

XYZ file:
```
14
Properties=species:S:1:pos:R:3:mulliken_charge:R:1
C 1.28109 0.93770 0.31878 -0.917
C 0.68498 -2.00924 -0.40762 -0.306
O -0.20653 -1.75086 0.49683 -0.181
C -1.33943 -0.86866 0.22982 -0.362
O -1.10618 0.40305 0.66995 -0.347
C -0.16756 1.16584 -0.09451 -0.217
H 1.42926 1.23547 1.36088 0.264
H 1.94168 1.53574 -0.31624 0.311
H 0.32951 -1.50999 -1.36055 0.186
H 1.60088 -0.10540 0.23069 0.284
H -2.16940 -1.27792 0.80658 0.215
H -1.52040 -0.92425 -0.85636 0.460
H -0.43769 2.20976 0.08655 0.300
H -0.32022 0.95879 -1.16480 0.308
```

Molecular formula: C4H8O2
Method: DFT, ωB97M-V/def2-TZVPD

Results
Orbital gap = 10.653 eV
HOMO energy = -9.6 eV
SMILES = CO[C@@H](C)C=O
F_max = 0.54 eV/A
Multiplicity = 1

XYZ file:
```
14
Properties=species:S:1:pos:R:3:mulliken_charge:R:1
C 1.91489 0.10197 -0.44220 -0.728
O 0.79101 -0.71962 -0.11890 -0.402
C -0.43781 -0.03963 -0.22643 0.433
C -1.55111 -1.02774 0.09348 -1.324
C -0.44056 1.14508 0.74855 -0.021
O -0.46875 2.30152 0.41202 -0.455
H 2.65781 -0.55276 -0.91015 0.252
H 1.62405 0.90310 -1.13427 0.360
H 2.33974 0.53464 0.47743 0.259
H -0.56605 0.37723 -1.23554 0.286
H -1.37644 -1.95730 -0.45905 0.332
H -1.56319 -1.25585 1.16517 0.318
H -2.53264 -0.62800 -0.18781 0.372
H -0.39095 0.81736 1.81771 0.318
```

Molecular formula: C4H8O2
Method: DFT, ωB97M-V/def2-TZVPD

Results
Orbital gap = 10.264 eV
HOMO energy = -9.4 eV
F_max = 2.73 eV/A
Multiplicity = 1

XYZ file:
```
14
Properties=species:S:1:pos:R:3:mulliken_charge:R:1
O 1.99586 1.07813 0.08650 -0.516
C 1.30190 -0.15088 0.15204 -0.618
C -0.14721 0.15158 0.39597 0.339
C -0.97914 0.73750 -0.72506 -0.473
O -1.91674 -0.32176 -0.62224 -0.394
C -1.14690 -0.98546 0.37023 -0.504
H 2.91367 0.88950 -0.14524 0.302
H 1.68097 -0.79757 0.95761 0.309
H 1.39999 -0.71503 -0.79369 0.333
H -0.50317 0.77304 1.31265 0.274
H -1.47918 1.69795 -0.59069 0.223
H -0.55288 0.75225 -1.72409 0.227
H -1.74971 -1.18889 1.25899 0.240
H -0.82573 -1.95631 -0.00295 0.259
```

Molecular formula: C4H8O2
Method: DFT, ωB97M-V/def2-TZVPD

Results
Orbital gap = 9.988 eV
HOMO energy = -9.2 eV
SMILES = C=CO.C=CO
F_max = 1.76 eV/A
Multiplicity = 1

XYZ file:
```
14
Properties=species:S:1:pos:R:3:mulliken_charge:R:1
C 0.91791 0.26314 3.74987 -0.817
C 0.75105 0.01807 2.45245 0.269
O -0.04653 0.76101 1.63849 -0.477
H 1.45578 -0.37757 4.42869 0.255
H 0.61678 1.24800 4.08270 0.173
H 1.01456 -0.86463 1.87728 0.323
H -0.33009 1.58636 2.03299 0.273
C -1.47554 -0.14495 -3.07636 -0.671
C -0.26710 -0.68602 -3.21862 0.070
O 0.66069 -0.65706 -2.19934 -0.476
H -2.24827 -0.32656 -3.81220 0.233
H -1.83967 0.38710 -2.20899 0.219
H 0.09671 -1.40776 -3.94058 0.336
H 0.69372 0.20088 -1.80638 0.291
```

Molecular formula: C4H8O2
Method: DFT, ωB97M-V/def2-TZVPD

Results
Orbital gap = 10.698 eV
HOMO energy = -9.8 eV
SMILES = O[C@H]1CCOC1
F_max = 0.36 eV/A
Multiplicity = 1

XYZ file:
```
14
Properties=species:S:1:pos:R:3:mulliken_charge:R:1
O 0.98069 -0.07747 -1.94480 -0.525
C 0.38222 0.37925 -0.75561 0.007
C -0.95144 -0.27456 -0.38869 -0.620
C -1.04594 0.04458 1.09350 -0.415
O 0.28244 -0.05021 1.59189 -0.391
C 1.20462 0.11783 0.52374 -0.379
H 0.92264 -1.04020 -1.95487 0.326
H 0.26163 1.45864 -0.90029 0.317
H -0.85616 -1.36024 -0.52919 0.316
H -1.81018 0.08238 -0.96088 0.308
H -1.67916 -0.65258 1.65028 0.300
H -1.43536 1.06237 1.24723 0.264
H 1.88863 0.94391 0.75269 0.243
H 1.80218 -0.80057 0.41571 0.249
```

Molecular formula: C4H8O2
Method: DFT, ωB97M-V/def2-TZVPD

Results
Orbital gap = 10.690 eV
HOMO energy = -9.7 eV
SMILES = CO[C@@H](C)C=O
F_max = 0.55 eV/A
Multiplicity = 1

XYZ file:
```
14
Properties=species:S:1:pos:R:3:mulliken_charge:R:1
C -1.12755 0.89098 -1.36702 -0.713
O 0.15883 0.51099 -0.92631 -0.405
C 0.14895 -0.43433 0.11807 0.456
C 1.59588 -0.81903 0.39062 -1.348
C -0.45889 0.15645 1.38069 -0.052
O -1.21481 -0.43404 2.11266 -0.464
H -1.02973 1.22721 -2.40157 0.258
H -1.83275 0.04863 -1.33327 0.337
H -1.54072 1.71331 -0.76600 0.273
H -0.44308 -1.32143 -0.15737 0.264
H 2.05346 -1.18082 -0.53411 0.337
H 2.16581 0.05061 0.73556 0.318
H 1.64855 -1.60411 1.15029 0.381
H -0.12394 1.19558 1.59776 0.356
```

Molecular formula: C4H8O2
Method: DFT, ωB97M-V/def2-TZVPD

Results
Orbital gap = 9.296 eV
HOMO energy = -9.1 eV
F_max = 2.69 eV/A
Multiplicity = 1

XYZ file:
```
14
Properties=species:S:1:pos:R:3:mulliken_charge:R:1
C -1.17242 0.71835 1.26547 -1.341
C -0.34797 0.57795 -0.00054 0.259
O 0.94093 1.07255 0.17157 -0.739
C 0.99536 -0.70043 -1.46147 -0.261
C -0.01815 -0.87179 -0.43443 -0.157
O 1.20319 -1.19853 0.20769 -0.472
H -0.65578 0.23783 2.10301 0.259
H -1.27526 1.78237 1.50138 0.329
H -2.17077 0.28189 1.16072 0.359
H -0.90657 1.01310 -0.85513 0.332
H 1.53495 -1.51177 -1.90963 0.275
H 1.12613 0.29362 -1.93025 0.230
H -0.73039 -1.68110 -0.46011 0.468
H 1.38585 -0.00098 0.55143 0.458
```

Molecular formula: C4H8O2
Method: DFT, ωB97M-V/def2-TZVPD

Results
Orbital gap = 10.690 eV
HOMO energy = -9.7 eV
F_max = 0.41 eV/A
Multiplicity = 1

XYZ file:
```
14
Properties=species:S:1:pos:R:3:mulliken_charge:R:1
C -1.74413 0.83271 -0.00942 -0.656
O -0.73197 0.74411 -0.98900 -0.406
C 0.46899 0.12972 -0.65009 -0.044
C 1.22147 0.19092 0.70446 -0.295
O 1.62770 -1.17414 0.49580 -0.404
C 0.51448 -1.37302 -0.39148 -0.282
H -1.58902 0.15954 0.84530 0.300
H -1.79894 1.86812 0.35522 0.238
H -2.70158 0.56622 -0.47343 0.248
H 1.16934 0.40811 -1.44211 0.327
H 0.57543 0.27092 1.59344 0.213
H 2.07433 0.86770 0.81384 0.264
H -0.37864 -1.70295 0.16514 0.219
H 0.70853 -2.05146 -1.22761 0.278
```

Energy relative to the best compared isomer or geometry (same formula, charge and spin) / kcal per mole: 46.7 64.1 28.1 132.3 30.2 21.9 47.5 25.2 70.5 57.1 32.7 100.4 37.4 56.9 64.4 29.4 35.8 101.7 61.8